Computed, not measured: a structure of composition C25H34N10O2Tl, with ωB97M-V/def2-TZVPD.

Values from the calculation:
* LUMO: 2.61 eV
* E: -50168.1396 eV
* orbital gap: 6.890 eV
* total charge: -1

XYZ file:
```
72
C25H34N10O2Tl ωB97M-V/def2-TZVPD
Tl 1.155 0.463 -0.563
O 3.042 1.460 -2.116
O 4.367 1.339 -3.944
N 1.659 2.323 2.683
N 2.869 -0.300 -3.588
N -0.713 -1.494 -1.167
N -1.173 1.717 1.386
N -1.384 -1.244 2.273
N 1.132 -2.947 0.664
N 2.145 -1.065 -2.656
N 1.850 -1.825 0.779
N -1.434 2.255 -1.889
N -1.430 1.058 -2.501
C 2.233 -1.765 2.049
C 0.329 2.445 3.265
C -1.985 -1.188 -1.575
C -6.109 -0.343 -2.800
C 1.069 -3.612 1.839
C -0.158 -4.707 -2.909
C -4.702 -0.627 -2.339
C 1.768 -2.876 2.766
C -2.373 0.044 -2.163
C -0.571 1.036 -3.547
C 0.033 2.268 -3.607
C -0.258 -2.754 -1.410
C -2.165 -0.121 2.768
C -0.801 2.800 2.286
C 0.732 -5.381 -2.072
C 1.267 -6.743 -2.430
C -0.632 -3.457 -2.589
C -3.689 0.297 -2.528
C 1.124 -4.722 -0.922
C 0.658 -3.452 -0.584
C -2.388 0.996 1.747
C 3.489 0.938 -3.166
C -3.051 -2.097 -1.363
C -0.541 2.985 -2.547
C -4.351 -1.831 -1.734
H -1.669 3.133 2.879
H 1.699 1.513 2.076
H 0.792 2.593 -4.296
H -0.465 -0.907 2.004
H 1.910 -3.098 3.809
H -1.804 -1.599 1.420
H -6.696 -1.260 -2.840
H -0.459 3.652 1.690
H -6.615 0.357 -2.131
H 2.721 -1.746 -2.170
H 0.107 1.502 3.766
H 2.831 -0.936 2.392
H -3.159 1.681 2.145
H 1.612 -7.274 -1.542
H -1.661 0.283 3.649
H 1.388 -1.547 -3.122
H -2.782 0.539 0.834
H 1.867 3.127 2.102
H -6.099 0.101 -3.797
H -0.330 3.993 -2.227
H -5.117 -2.580 -1.559
H 0.520 -4.532 1.935
H -3.909 1.247 -3.003
H -2.817 -3.045 -0.895
H 2.113 -6.663 -3.118
H -0.480 -5.181 -3.831
H 0.367 3.231 4.028
H 0.501 -7.347 -2.918
H 1.817 -5.208 -0.243
H -0.452 0.161 -4.162
H -3.141 -0.495 3.093
H 3.466 -0.815 -4.216
H -1.289 2.073 0.444
H -1.318 -2.962 -3.266
```

Computed, not measured: a cluster of 2 separate species, C25H34N4O4S in total, with ωB97M-V/def2-TZVPD.

Values from the calculation:
* LUMO: 0.30 eV
* E: -51441.9876 eV
* orbital gap: 8.578 eV

XYZ file:
```
68
C25H34N4O4S ωB97M-V/def2-TZVPD
S -2.217 1.692 -1.076
O -3.739 1.415 -0.894
O 0.720 -5.538 -3.122
O -1.421 -1.541 1.454
O -1.628 2.800 -1.883
N 3.222 0.522 0.512
N 0.442 -0.020 1.194
N -1.523 1.962 0.148
N 0.457 -3.447 -2.940
C 1.595 3.337 -1.938
C 2.522 -0.649 0.103
C 6.745 -0.074 1.434
C 1.847 2.482 -0.687
C -1.792 -1.057 -1.408
C 5.570 0.157 0.446
C -2.503 1.031 3.878
C 0.234 -0.853 -3.024
C -2.584 1.733 5.098
C 4.400 0.479 1.216
C -1.908 -3.609 -1.279
C -0.946 -0.557 1.376
C -1.785 1.564 2.709
C -0.275 0.243 -2.504
C 1.440 -1.139 1.207
C -1.816 0.723 1.459
C -1.314 -2.228 -1.740
C -0.691 2.957 4.380
C 3.117 1.755 -0.717
C 0.059 -4.753 -2.627
C -0.758 2.279 3.046
C -1.374 0.029 -1.746
C -0.088 -2.058 -2.671
C -1.373 -4.504 -2.459
C -1.573 2.524 5.345
H -3.278 0.320 3.669
H -1.304 2.862 0.745
H 3.910 2.426 -0.484
H -2.815 -3.619 -1.233
H 0.781 1.024 1.207
H 1.668 3.080 0.121
H 4.581 1.520 1.741
H 0.112 1.283 -2.794
H 1.030 1.599 -0.781
H 1.258 -0.702 -3.508
H 7.613 -0.250 0.881
H -1.042 -3.844 -0.369
H 2.007 -1.173 2.206
H 4.218 -0.175 2.063
H 2.673 4.337 -1.784
H -0.113 2.753 2.390
H -1.492 -5.735 -2.027
H 6.431 -0.855 2.224
H 1.946 2.878 -2.782
H 1.546 -3.238 -3.148
H 5.866 0.803 -0.303
H -1.401 2.905 6.316
H 1.961 -0.610 -0.892
H 3.081 -1.261 -0.079
H 3.527 1.240 -1.510
H 0.126 3.543 4.629
H -3.290 1.063 5.958
H -2.029 -4.771 -3.188
H 5.519 -0.714 -0.135
H 6.863 1.017 1.909
H -2.742 -1.136 -0.801
H 1.008 -1.905 0.876
H 0.709 3.829 -2.149
H -2.818 0.461 1.505
```

Computed, not measured: the molecule C25H34N4O5, with ωB97M-V/def2-TZVPD.

Values from the calculation:
* LUMO: 0.60 eV
* E: -42675.3112 eV
* orbital gap: 9.190 eV

XYZ file:
```
68
C25H34N4O5 ωB97M-V/def2-TZVPD
O 2.449 -3.600 1.558
O 0.989 0.534 -1.076
O -0.995 3.656 2.916
O -1.849 -1.651 -0.243
O 3.422 1.743 2.484
N 1.523 1.973 1.251
N -0.482 3.005 1.840
N 1.020 -1.721 -1.142
N -1.718 0.186 -1.532
C -2.853 0.869 -0.946
C -0.429 4.362 5.172
C -0.729 -3.127 -2.286
C -1.568 -2.444 -4.546
C -1.330 -1.034 -1.155
C -2.514 2.312 -0.584
C 2.027 -3.698 2.833
C 1.401 -3.144 0.830
C 3.399 0.860 0.249
C -1.947 -3.064 -3.207
C -1.022 -1.039 -4.321
C 1.606 -2.954 -0.643
C 2.805 1.566 1.458
C 1.518 -0.526 -0.757
C 0.742 2.647 2.157
C 0.144 -1.055 -3.334
C -0.074 3.696 3.895
C 0.317 -2.948 1.632
C -2.554 3.056 -1.923
C 2.810 -0.541 0.044
C 1.062 3.069 3.476
C -3.960 1.042 -1.994
C -0.204 -1.715 -1.987
C 0.730 -3.308 2.940
C -3.539 2.272 -2.812
H 0.457 4.471 5.788
H 4.472 0.775 0.423
H -0.862 5.341 4.974
H -1.827 -0.407 -3.945
H 0.517 -0.043 -3.181
H -0.809 -3.063 -5.031
H 1.168 -3.795 -1.175
H -0.677 -0.615 -5.267
H -3.059 1.969 -3.743
H -1.560 2.405 -0.071
H -3.175 0.272 -0.091
H -2.866 4.090 -1.789
H -1.562 3.074 -2.375
H 1.085 1.727 0.362
H -2.736 -2.478 -2.733
H 3.543 -1.148 -0.492
H -2.329 -4.076 -3.357
H -4.903 1.230 -1.481
H 3.226 1.463 -0.644
H 1.985 2.918 3.991
H 0.038 -3.717 -2.794
H -3.288 2.693 0.082
H 2.682 -2.971 -0.845
H -0.644 -2.586 1.327
H 0.964 -1.636 -3.768
H 0.137 -3.279 3.830
H 2.736 -4.052 3.555
H -4.083 0.152 -2.611
H -1.128 0.730 -2.138
H -1.014 -3.610 -1.351
H 2.633 -1.012 1.012
H -1.169 3.770 5.710
H -2.438 -2.405 -5.203
H -4.406 2.876 -3.077
```

Computed, not measured: a structure of composition C25H35As2N2OTi, with ωB97M-V/def2-TZVPD.

Values from the calculation:
* LUMO (spin up / spin down): -2.55 / -2.65 eV
* E: -176306.9343 eV
* multiplicity: 3
* orbital gap (spin up / spin down): 6.721 / 7.720 eV
* total charge: +1

XYZ file:
```
66
C25H35As2N2OTi ωB97M-V/def2-TZVPD
As 1.996 -0.110 -2.013
As -0.142 2.158 -0.772
Ti -0.200 -0.502 -0.504
O -2.015 -0.830 -1.661
N -2.953 -0.128 2.720
N -0.718 -2.681 -0.347
C 1.410 0.153 4.123
C -0.483 0.423 2.635
C -0.033 -3.529 0.436
C 2.131 -0.435 3.096
C 0.212 3.263 0.785
C 1.491 4.061 -2.266
C -1.919 0.867 2.438
C 3.739 -0.500 -1.241
C -3.009 -0.515 4.118
C 0.230 -0.152 1.570
C -1.866 -3.099 -0.888
C 0.109 0.577 3.887
C -1.644 -5.250 0.112
C -2.637 -2.122 -1.736
C 2.536 4.464 -3.082
C 3.258 2.185 -3.271
C 3.423 3.523 -3.585
C -0.456 -4.817 0.686
C -1.632 3.148 -1.556
C -2.887 -1.284 1.856
C 2.205 1.773 -2.457
C 1.314 2.717 -1.948
C 1.538 -0.577 1.845
C -2.362 -4.376 -0.684
C 2.187 -0.951 -3.758
H -2.122 -1.074 4.451
H 0.811 4.808 -1.875
H 2.661 5.512 -3.322
H 3.103 -0.622 -4.246
H 4.243 3.833 -4.219
H 2.145 -1.031 1.056
H 3.961 1.461 -3.667
H 1.335 -0.687 -4.381
H -3.665 -2.054 -1.375
H -1.412 4.213 -1.617
H -2.008 -6.252 0.291
H 3.814 -1.566 -1.032
H -1.981 -1.894 2.002
H -3.889 -1.138 4.282
H -0.453 1.044 4.689
H -2.135 1.733 3.069
H -3.300 -4.672 -1.134
H -3.757 -1.919 2.037
H 0.128 -5.461 1.326
H 1.080 2.866 1.309
H -0.648 3.218 1.450
H 4.530 -0.211 -1.931
H 2.218 -2.032 -3.631
H 0.392 4.295 0.488
H -3.105 0.376 4.741
H 0.869 -3.135 0.886
H -2.515 3.009 -0.932
H 3.148 -0.771 3.262
H -2.649 -2.458 -2.775
H -2.055 1.176 1.393
H 3.846 0.058 -0.313
H 1.857 0.286 5.100
H -2.922 -0.953 0.812
H -2.513 -0.186 -2.174
H -1.833 2.774 -2.559
```

Computed, not measured: a structure of composition C25H35AsBrI3IrN2O2Si3, with ωB97M-V/def2-TZVPD.

Values from the calculation:
* LUMO: -4.10 eV
* E: -215221.2103 eV
* orbital gap: 6.613 eV
* total charge: +1

XYZ file:
```
73
C25H35AsBrI3IrN2O2Si3 ωB97M-V/def2-TZVPD
Ir 0.634 1.193 0.549
I 3.470 0.483 -0.639
I -0.025 8.192 1.948
I 3.331 4.932 -1.793
Br 4.024 -0.974 -3.806
As -0.899 -0.651 -0.064
Si -0.044 -2.878 0.351
Si -1.244 -0.164 -2.393
Si -3.068 -0.504 0.945
O 0.021 0.306 4.529
O 1.534 2.647 -0.425
N 0.621 0.121 2.239
N -0.362 2.743 1.330
C 0.421 -0.010 -3.199
C 0.325 0.253 3.391
C 1.843 5.016 -0.361
C 1.454 6.252 0.210
C 5.281 -3.075 -2.410
C 5.593 -3.226 -0.033
C -1.238 5.081 2.530
C 4.434 -1.339 -0.979
C -2.148 1.465 -2.423
C 1.226 3.861 0.035
C -0.209 5.155 1.573
C -2.876 -1.024 2.722
C -2.240 -1.546 -3.152
C 0.224 -3.216 2.162
C 0.207 3.943 0.994
C -1.316 -4.067 -0.313
C 1.550 -2.986 -0.604
C 0.466 6.333 1.144
C -1.322 2.705 2.238
C 5.763 -3.756 -1.304
C 4.618 -1.865 -2.250
C -3.686 1.261 0.764
C 4.932 -2.020 0.128
C -1.787 3.867 2.855
C -4.260 -1.607 0.024
H -2.203 1.825 -3.454
H 0.284 0.199 -4.264
H -1.582 5.986 3.014
H -3.882 -2.600 -0.214
H 1.050 -3.929 2.241
H 1.480 -2.587 -1.617
H 1.967 7.149 -0.109
H -1.403 -4.048 -1.399
H -5.149 -1.734 0.650
H 0.495 -2.327 2.726
H -2.193 -0.393 3.292
H -2.247 -1.403 -4.237
H 5.421 -3.473 -3.406
H -4.420 1.298 -0.042
H -2.514 -2.052 2.799
H 1.008 0.806 -2.771
H -1.618 2.219 -1.836
H -4.581 -1.132 -0.904
H 4.799 -1.599 1.116
H 2.347 -2.453 -0.082
H 1.848 -4.036 -0.676
H -2.305 -3.917 0.121
H -0.989 -5.071 -0.027
H -2.570 3.784 3.594
H 1.012 -0.922 -3.117
H -1.717 1.731 2.486
H 6.281 -4.696 -1.440
H -1.798 -2.524 -2.960
H -3.276 -1.559 -2.814
H -2.908 1.984 0.522
H -3.854 -0.979 3.211
H -3.167 1.384 -2.044
H -4.190 1.592 1.676
H -0.654 -3.677 2.618
H 5.978 -3.745 0.835
```

Computed, not measured: a cluster of 2 separate species, C25H35BBrCl2F2NO8S2 in total, with ωB97M-V/def2-TZVPD.

Values from the calculation:
* LUMO: -0.43 eV
* E: -167225.7585 eV
* orbital gap: 8.482 eV

XYZ file:
```
77
C25H35BBrCl2F2NO8S2 ωB97M-V/def2-TZVPD
Br -1.600 -1.886 -1.874
Cl -0.741 -4.566 2.815
Cl -0.824 -1.642 3.464
S 1.962 5.823 0.795
S -1.224 1.367 1.942
F -0.327 2.589 -0.342
F -2.465 3.542 -1.824
O 1.490 2.415 -4.011
O -1.925 2.670 1.905
O -4.338 -1.546 2.192
O -2.602 0.648 -2.355
O -2.312 0.193 1.891
O -0.500 1.445 3.226
O -4.579 2.995 -1.751
O 2.270 4.412 1.176
N -3.225 1.642 -0.455
C -1.516 -0.491 -0.419
C -0.004 0.101 -0.342
C -4.754 -1.498 -0.336
C 2.268 1.339 -3.461
C 3.807 -5.190 0.711
C -1.530 -2.068 1.832
C 1.267 -2.286 -0.234
C 1.880 1.213 -1.905
C 3.507 6.750 0.867
C 4.580 -4.562 1.823
C 2.428 -3.004 0.587
C -5.477 -2.940 -0.415
C -1.486 -3.421 1.622
C -2.440 0.626 -1.151
C -2.044 -4.131 0.385
C 3.149 -2.399 1.705
C 1.298 1.900 1.202
C 4.238 -3.219 2.309
C -3.481 2.741 -1.361
C -0.026 1.477 0.479
C 2.744 -4.384 0.119
C 0.562 0.351 -1.828
C 1.798 5.869 -0.999
C -2.166 -0.942 0.937
C 1.059 -0.844 0.337
B -3.780 -1.310 0.891
H 0.393 -2.975 -0.184
H -4.171 1.317 -0.214
H 0.837 -0.620 -2.334
H 2.150 -4.829 -0.723
H 4.854 -2.847 3.171
H 1.636 -2.316 -1.304
H 1.050 2.839 1.774
H -2.906 -3.698 -0.167
H 2.898 -1.381 2.080
H 2.046 0.332 -3.912
H -5.376 -3.461 0.572
H 1.689 1.178 1.962
H 2.780 0.757 -1.411
H -5.621 -0.770 -0.198
H 1.692 6.904 -1.328
H 0.858 -0.849 1.454
H -6.536 -2.862 -0.763
H 2.673 5.414 -1.465
H 3.823 6.810 1.909
H -4.890 -3.551 -1.160
H -4.365 -1.297 -1.366
H -0.170 0.858 -2.504
H 1.788 2.266 -1.538
H 4.275 6.240 0.284
H 4.018 -6.222 0.339
H 3.346 7.756 0.479
H 5.413 -5.178 2.242
H 2.144 2.184 0.535
H 0.905 5.308 -1.277
H 0.794 1.986 -4.536
H 2.097 -0.400 0.258
H -2.360 -5.177 0.687
H -4.853 -0.730 2.365
H 3.371 1.541 -3.497
H -1.224 -4.308 -0.378
```

Computed, not measured: a structure of composition C25H35BrN2PRuSSe, with ωB97M-V/def2-TZVPD.

Values from the calculation:
* LUMO (spin up / spin down): -0.03 / -0.27 eV
* E: -187569.3020 eV
* multiplicity: 2
* orbital gap (spin up / spin down): 6.070 / 5.667 eV

XYZ file:
```
67
C25H35BrN2PRuSSe ωB97M-V/def2-TZVPD
Ru 1.168 0.743 0.718
Br 2.730 3.783 1.364
Se 0.890 1.205 3.006
S 2.178 1.458 -1.250
P -0.795 -0.379 0.110
N 2.495 -0.904 0.543
N 0.242 2.880 0.484
C -0.322 -3.138 0.715
C 4.591 -2.267 -2.255
C -1.049 3.075 0.170
C -2.446 0.170 -2.297
C -0.987 5.365 0.729
C -2.071 0.235 1.334
C -1.722 4.276 0.278
C 3.117 0.046 -1.612
C 0.345 5.204 1.039
C 3.796 -0.076 -2.804
C -0.086 -0.525 -2.562
C 4.531 -1.227 -3.133
C 2.081 -1.836 2.806
C -2.598 -2.577 -0.139
C -1.118 -2.188 -0.174
C -3.545 0.415 0.963
C 3.171 -1.025 -0.679
C 3.978 -3.223 -0.079
C 3.917 -2.174 -1.015
C -1.987 -0.616 2.611
C -1.062 0.238 -1.644
C 0.913 3.943 0.910
C 2.636 -1.896 1.424
C 3.366 -3.077 1.115
C -3.186 4.360 -0.056
H -3.240 -1.901 -0.697
H -1.584 2.217 -0.199
H -3.699 1.047 0.091
H 3.746 0.749 -3.505
H -0.753 -2.328 -1.192
H 2.175 -0.840 3.225
H -2.815 -0.855 -2.360
H -1.663 1.204 1.594
H 4.538 -4.121 -0.318
H -2.968 -2.630 0.884
H -0.959 -0.821 2.903
H 1.020 -2.079 2.820
H 0.951 6.029 1.383
H 5.047 -1.280 -4.084
H -2.521 -1.561 2.493
H -4.059 -0.529 0.791
H 0.790 -0.911 -2.045
H -0.553 -4.172 0.447
H 2.606 -2.556 3.436
H -2.706 -3.573 -0.577
H 3.425 -3.849 1.870
H -3.472 5.380 -0.312
H -3.800 4.047 0.792
H -4.045 0.904 1.804
H -2.449 -0.073 3.437
H 0.285 0.136 -3.346
H 0.748 -2.994 0.595
H -1.455 6.338 0.830
H -0.576 -3.006 1.767
H -0.598 -1.366 -3.038
H -0.734 1.270 -1.609
H -2.366 0.540 -3.323
H 5.147 -3.168 -2.482
H -3.202 0.770 -1.796
H -3.436 3.715 -0.899
```